# 1
89
Properties=species:S:1:pos:R:3:forces:R:3:mulliken_spin:R:1 method="wB97M-V/def2-TZVPD" homo_lumo_gap_ev="4.52 / 5.36" charge=+2 spin_multiplicity=2 s2=1.02 e_tot_ha=-5222.40034 de_lowest_kcal_mol=32.8 largest_force_ev_per_a=2.86
C 4.8045 1.7637 3.9384 -0.004 -0.001 -0.005 0.00
C -0.7570 0.1337 -4.6973 0.002 -0.017 0.035 0.00
C -0.8471 0.1146 3.9324 0.076 -0.112 -0.200 0.01
C -3.9734 -0.2372 -0.6993 0.210 -0.086 -0.193 0.02
H -0.8007 -0.4254 -5.6343 0.001 0.005 -0.007 0.00
C 2.8770 1.6186 2.5092 -0.021 0.004 0.038 0.00
C 4.1488 0.4576 -0.6154 -0.078 0.096 0.033 0.00
H 4.1394 -1.4581 3.1672 0.023 -0.017 0.016 0.00
C 4.8130 -3.0387 -1.7259 -0.013 -0.007 0.007 -0.03
H 2.0611 2.1154 1.9992 0.001 -0.010 0.037 0.00
H -7.1115 -1.9068 -2.2380 -0.006 -0.001 0.004 0.00
Ge 1.8860 -0.9992 1.4285 1.470 -0.348 1.607 0.03
C 3.0560 -3.0911 -0.0996 0.087 0.038 0.122 -0.03
H -2.7348 5.9430 -1.9541 -0.006 0.005 0.003 0.00
W -0.2099 -0.3793 0.0225 -1.766 -2.070 -0.882 1.06
H -4.6165 5.0604 -0.6149 -0.003 0.001 0.003 0.00
H -0.8157 4.4691 -2.5146 0.000 -0.006 -0.004 0.00
C -1.6273 4.1156 -1.8925 0.004 -0.026 -0.035 0.00
H -4.1766 2.3805 4.4068 0.003 -0.011 0.027 0.00
C -2.2107 -0.4320 3.9579 0.065 0.137 -0.069 0.00
C -1.3023 -2.0906 -1.6487 0.156 -0.017 -0.210 0.02
H 0.7230 -3.1915 2.2218 0.073 -0.041 -0.018 0.00
H -2.1416 -2.5244 -1.1252 -0.008 0.158 0.106 0.01
C 4.0095 -0.9464 -0.7242 0.113 -0.058 -0.060 0.00
H -3.8806 -2.0110 0.5373 0.007 -0.015 0.028 0.00
H -5.8711 -3.0338 -0.4184 0.001 -0.001 0.001 0.00
H 5.1733 2.2126 -1.2311 0.009 0.005 0.006 0.00
C -6.2332 -1.4419 -1.8116 0.002 0.002 0.001 -0.01
H 2.3901 -3.0829 2.8070 0.070 0.039 -0.019 0.00
C -4.6658 0.3809 -1.7434 0.026 -0.021 -0.005 -0.01
H -3.3780 2.7194 2.0619 0.005 -0.010 0.006 0.00
H 1.1228 -2.1017 3.5574 -0.009 -0.004 -0.036 -0.01
C 5.8252 -0.8936 -2.3746 0.026 0.019 -0.026 -0.01
C 1.4812 -2.5157 2.6146 -0.209 0.064 0.020 0.00
H 5.4799 -3.5401 -2.4166 0.026 0.011 0.010 0.00
C -3.7302 3.1332 -0.3488 0.001 -0.032 0.021 0.00
C -2.8790 0.6840 1.8023 0.119 -0.086 -0.110 0.02
C 3.0835 -1.7198 0.0399 -0.452 -0.009 -0.163 -0.04
C -2.7074 4.9276 -1.5832 -0.004 0.013 -0.002 0.00
H -1.6984 0.6676 -4.5790 -0.002 -0.001 0.001 0.00
C -3.5765 1.6104 3.9417 -0.045 0.019 -0.076 0.00
C -5.7923 -0.2180 -2.2889 0.012 0.017 -0.005 0.00
C 3.9375 -3.7626 -0.9669 0.005 -0.038 0.016 0.01
C -2.6331 2.3097 -0.6101 0.252 -0.128 -0.077 -0.04
C -3.1300 0.5709 4.6368 0.032 -0.094 0.020 0.00
C -3.2608 1.7453 2.5158 -0.070 0.052 0.072 0.00
S 0.7699 1.9539 -0.8253 -0.012 0.433 -0.232 0.00
H 0.0530 0.8569 -4.7902 -0.007 0.011 -0.004 0.00
C 1.0177 -2.2242 -2.3215 0.024 -0.021 -0.115 0.00
C -4.4121 -1.4822 -0.2409 -0.013 0.055 0.006 -0.01
H 1.5689 -1.0975 -4.0441 0.012 -0.017 -0.001 0.00
P -2.5284 0.6092 0.0286 -0.535 0.693 0.769 0.11
H -6.3241 0.2790 -3.0888 0.005 -0.006 -0.010 0.00
H -2.2044 -1.3890 4.4780 0.002 0.001 0.039 0.00
N 0.2000 0.5375 3.7272 -0.104 0.048 0.187 0.00
S -1.4971 -1.7006 1.5667 0.712 0.823 -0.428 -0.23
C 3.7780 2.3810 3.2348 0.001 -0.011 0.002 0.00
H -3.3369 0.4413 5.6899 0.026 0.039 0.014 0.00
C 4.8791 -1.6275 -1.6182 -0.041 0.002 -0.002 0.01
C -1.6149 2.8211 -1.4124 -0.131 -0.017 0.062 0.00
H 6.6590 1.0111 -2.8200 -0.004 0.008 -0.009 0.00
H 3.9112 -4.8420 -1.0337 -0.001 -0.002 -0.002 0.00
H 2.3470 -3.6796 0.4699 0.011 -0.039 0.027 -0.01
H 5.5045 2.3585 4.5096 0.008 0.000 -0.003 0.00
H 3.5429 0.9981 0.0999 0.027 -0.025 -0.029 0.00
C -5.5378 -2.0741 -0.7897 0.010 -0.011 0.010 0.00
H -3.6059 -1.2101 2.5441 -0.047 0.057 -0.013 0.00
O 0.1511 1.6898 0.5354 0.052 -0.278 0.140 0.05
C 0.7670 -1.3595 -3.3651 -0.045 -0.025 -0.011 -0.02
C -2.6743 -0.6371 2.5014 -0.052 -0.124 -0.086 0.00
C 5.9214 0.4618 -2.2515 0.003 -0.033 0.010 0.00
C 4.0216 -0.3806 3.1844 -0.008 -0.015 -0.086 0.00
H 2.0056 -2.6474 -2.2031 -0.059 0.068 -0.005 0.01
H 3.6737 3.4578 3.2623 0.005 0.005 0.003 0.00
C 4.9255 0.3840 3.9119 0.005 -0.019 0.004 0.00
C 2.9917 0.2315 2.4758 -0.237 0.191 -0.190 0.01
C 5.0745 1.1417 -1.3527 -0.021 -0.030 -0.007 -0.01
O 1.1768 0.5228 -1.2076 -0.011 0.230 -0.194 0.01
C -0.5035 -0.8049 -3.5581 0.000 -0.010 -0.007 0.01
H 5.7233 -0.1047 4.4551 -0.003 0.006 0.012 0.00
H 0.1513 -3.3909 -0.7149 0.038 0.089 0.086 0.01
C -1.5285 -1.1849 -2.6954 -0.013 -0.009 -0.062 0.03
H -2.5355 -0.8342 -2.8814 0.001 0.026 0.031 0.00
H -4.3317 1.3280 -2.1426 -0.022 0.017 0.003 0.00
C -3.7615 4.4332 -0.8260 -0.021 0.003 0.007 0.00
O -0.5808 1.9530 -1.7856 0.232 0.248 -0.006 0.03
H 6.4892 -1.4339 -3.0379 -0.006 -0.003 -0.010 0.00
H -4.5705 2.7471 0.2136 -0.018 0.018 -0.017 0.00
C -0.0064 -2.5860 -1.4241 0.059 0.205 0.080 0.00

# 2
97
Properties=species:S:1:pos:R:3:forces:R:3:mulliken_charge:R:1 method="wB97M-V/def2-TZVPD" homo_lumo_gap_ev=5.84 e_tot_ha=-3675.66522 largest_force_ev_per_a=6.88
P 1.4755 -1.2559 -4.3779 -2.891 -4.975 -1.402 0.42
C 1.3269 1.9046 -0.0656 1.227 0.642 1.063 -1.21
H -1.6393 -1.0611 -1.9854 0.313 0.896 -1.208 -0.48
C -1.0630 0.8031 -0.0448 -1.237 -1.763 0.822 -0.49
H 0.3036 -3.3505 2.0102 -0.546 -1.641 0.176 -0.01
H -1.2853 1.6666 0.6836 0.811 -1.419 -0.994 0.80
O 0.8423 -0.2738 -1.7028 1.261 -0.090 -1.118 0.47
S -1.6911 -0.8541 2.2399 0.472 1.449 1.238 -0.16
H -7.6750 -0.7933 -0.6358 0.863 -1.192 0.316 0.31
H -3.5792 -1.1787 -3.9706 0.299 1.211 1.154 0.34
N 2.3900 0.4593 5.1981 0.044 0.042 -1.049 0.19
H -6.2489 -1.3802 0.3779 -0.881 -0.321 -1.037 0.21
H 0.9040 -6.1686 0.9230 0.476 1.111 1.040 0.28
C -0.9317 5.5987 -1.6266 0.725 0.131 -2.057 -0.80
N -2.3934 5.4790 -1.3808 0.544 -0.402 1.543 -0.72
H -1.7880 2.2704 6.2185 -0.008 -1.257 -1.435 0.35
H 0.4659 -0.4670 1.1559 -1.251 0.051 -0.605 -0.12
O 1.7153 -0.1637 7.2147 0.738 -0.225 -0.283 -0.47
C -0.2389 4.2171 -2.1812 -0.770 2.324 1.804 -0.02
H 4.6831 -0.1907 7.0100 0.031 -0.051 -0.064 0.32
H -0.4827 1.3174 -3.8459 -1.101 -0.888 1.260 0.17
H 0.4926 -0.9439 -6.2864 -0.054 0.420 0.730 0.35
N -5.6196 -0.6574 -2.4667 -0.694 -1.242 2.354 -0.38
N -0.7344 2.5740 4.2963 -3.518 -4.547 3.147 -0.78
H -3.4897 0.6397 -3.9005 0.242 -1.282 1.232 0.29
H -1.9443 1.7302 -2.8702 1.424 -1.043 0.128 0.60
H 2.1367 2.4363 5.8893 0.077 -0.170 -0.024 0.35
H 1.7078 2.9560 -0.3504 0.109 -1.914 0.298 0.56
H -0.5753 -4.6174 3.0678 0.610 0.274 -1.671 0.30
C 2.9066 -1.4663 -2.0947 -0.497 -0.392 -0.270 -1.64
O 2.9067 -1.5712 -5.2929 -1.608 0.843 1.476 -0.60
H -0.6837 -1.4357 0.0933 0.032 1.073 0.970 0.33
H 2.7656 2.2693 4.2206 0.014 -0.044 0.046 0.30
O 1.2551 1.9839 -2.6831 2.502 -1.386 1.067 -0.65
N -0.6570 1.7659 3.1950 -2.022 -3.856 -0.009 0.37
C 1.8217 -0.4271 -2.7254 1.529 1.226 1.036 1.39
H -7.5314 -2.6048 -0.1685 0.794 1.176 -0.507 0.31
H 4.2801 -1.4057 5.7653 0.168 0.103 0.069 0.39
O -5.7186 -2.9737 -2.2401 -1.199 3.001 2.005 -0.56
O 4.0496 1.3036 -0.5366 -3.594 -1.883 0.694 -0.68
H -1.8265 2.9599 -1.0885 1.780 0.144 -0.527 0.23
H 3.8112 -1.6820 7.4514 -0.090 0.226 0.012 0.34
H 3.3598 -2.1759 -2.8581 -0.443 1.084 0.682 0.34
S 2.8333 0.9192 0.3011 4.853 4.248 2.408 1.29
H 1.3604 -4.4829 -0.3401 1.650 0.236 0.245 0.26
C -1.5374 1.8338 5.2050 2.057 1.897 -2.195 0.01
H 3.8438 1.9396 5.6088 -0.111 -0.029 -0.058 0.38
C 3.9390 -0.9204 6.6834 -0.054 -0.081 -0.527 -1.07
H 2.6261 -0.4521 0.3760 -0.337 0.800 -0.646 -0.40
H 0.8856 4.4704 -2.1357 -1.541 -0.986 -0.260 0.11
H 4.0631 -3.1794 -0.8184 -1.281 0.273 0.453 0.42
H -0.3411 6.0621 -0.7669 -1.098 -0.811 -0.783 0.29
P 0.1675 1.3392 -1.4498 -3.221 1.763 -1.406 2.95
H 1.3667 0.4388 5.1075 0.099 -0.022 -0.548 0.08
C -1.0540 0.9968 -2.9023 -0.751 -0.087 -0.436 -1.83
O 3.2448 1.3098 1.7326 -1.737 -1.639 -1.558 -0.70
H -0.4048 3.5127 -0.1219 -0.334 -0.573 -1.479 0.42
O 0.8445 -2.6380 -4.1030 1.643 2.921 -0.609 -0.76
O -0.7456 4.0749 -3.5226 0.754 -0.301 0.201 -0.47
H -1.3041 -1.1508 -3.7805 -0.025 1.004 1.139 0.43
H -0.1657 4.5359 -4.1666 -0.435 -0.460 0.920 0.39
H -6.2369 0.1120 -2.1733 0.619 -0.349 -0.072 0.30
C -3.2766 -0.3060 -3.2796 0.498 -1.540 -0.390 -1.09
H -2.4855 5.1736 -0.3914 -0.146 0.317 -0.900 0.33
H -0.8166 6.3368 -2.5090 -0.033 -0.955 1.309 0.36
C -1.6807 -0.4674 -2.9596 -1.940 0.377 -0.553 0.73
O 2.1234 -2.3272 -1.1981 2.281 0.187 0.323 -0.13
C -6.0797 -1.8717 -1.7769 0.449 -1.718 -1.489 0.61
H -2.8179 4.7044 -1.9122 0.621 0.597 -0.027 0.32
C -0.5921 -0.5056 0.7427 0.053 0.941 -0.057 -0.21
H -0.8878 -4.4842 1.2063 1.001 -0.069 1.312 0.24
H -4.2235 0.6410 -1.5144 0.231 -1.656 -0.320 0.09
C 2.8187 1.8866 5.2413 0.256 0.756 -0.319 -0.84
H 3.7685 -0.9525 -1.5594 -1.210 -0.295 -0.572 0.57
O -1.9668 0.5711 4.7179 1.973 2.892 -1.696 -0.31
H -2.1090 0.5533 -0.4655 1.640 0.279 0.415 -0.50
C -1.4021 0.5715 3.3984 1.669 2.830 0.082 0.21
H 3.3750 1.3790 -3.0208 -1.432 -0.523 0.874 0.03
C 2.4357 -4.4445 0.0629 -0.709 0.408 -0.728 -0.26
C 2.2884 1.0603 -3.1396 -0.990 1.101 -2.155 -1.28
H 3.2284 -2.4455 0.6463 -0.247 -0.590 -1.159 0.13
H 3.0887 -2.5337 -5.1953 -0.464 0.825 0.078 0.37
H 2.8604 -0.0274 4.4299 -0.275 0.261 -0.485 0.34
O 2.3495 -4.6550 1.5068 -0.792 -0.888 -1.237 -0.42
C 2.6355 -0.2311 6.4440 -1.046 -0.553 2.510 0.63
H 0.8377 2.0636 0.9669 0.724 -0.721 -1.547 0.32
C -4.2022 -0.4138 -1.9848 0.477 2.339 -1.195 -0.03
C -6.9635 -1.6674 -0.4610 0.325 0.093 -0.637 -0.92
C 1.1461 -5.4370 1.7696 -1.014 0.085 0.852 -0.40
C -0.6822 3.0740 -1.1573 0.487 1.378 -0.345 -1.40
H -3.8499 -1.1568 -1.2011 -0.401 0.724 -1.188 0.29
C -0.1016 -4.4278 2.0377 0.371 0.156 -0.305 -0.48
H 3.0359 -5.2738 -0.4482 -0.763 0.974 0.867 0.19
H 1.2866 -6.0828 2.7071 0.181 1.088 -1.308 0.33
O 0.4756 -0.4166 -5.4536 2.243 -0.839 0.939 -0.47
C 3.0443 -3.0203 -0.3303 0.148 -0.970 0.763 -0.46
H 2.1510 1.1751 -4.2844 0.402 -0.540 1.396 0.46